{
  "formula": "C22H28Cl2N4O3S",
  "method": "wB97M-V/def2-TZVPD",
  "symbols": ["C", "C", "N", "C", "C", "S", "O", "O", "C", "C", "C", "C", "O", "N", "C", "C", "C", "Cl", "C", "C", "C", "N", "C", "C", "N", "C", "C", "C", "C", "C", "C", "Cl", "H", "H", "H", "H", "H", "H", "H", "H", "H", "H", "H", "H", "H", "H", "H", "H", "H", "H", "H", "H", "H", "H", "H", "H", "H", "H", "H", "H"],
  "positions_angstrom": [[0.89600, -3.06046, 6.10542], [-0.21489, -2.49955, 5.22505], [0.30070, -1.63612, 4.18095], [0.88882, -0.36261, 4.53940], [-0.06989, 0.61259, 5.21713], [-0.50519, -1.61250, 2.73113], [-1.18853, -2.85702, 2.54994], [-1.26652, -0.40603, 2.55108], [0.85945, -1.53170, 1.55674], [0.88512, -0.49331, 0.64730], [1.89351, -0.42128, -0.30762], [1.94300, 0.68762, -1.31855], [2.98263, 1.22389, -1.63568], [0.71178, 0.98840, -1.80828], [0.34283, 1.92744, -2.77333], [1.26369, 2.69973, -3.46417], [0.81847, 3.55844, -4.45655], [1.96866, 4.51747, -5.31656], [-0.52435, 3.64783, -4.77701], [-1.44150, 2.88745, -4.07150], [-1.03613, 2.03479, -3.05301], [-1.91582, 1.21758, -2.31711], [-2.18192, 1.62142, -0.94169], [-2.73941, 0.42213, -0.18191], [-3.98004, 0.00139, -0.80360], [-4.61182, -1.06544, -0.05789], [-3.72769, -0.37328, -2.18211], [-3.15888, 0.82049, -2.94853], [2.89888, -1.38510, -0.30304], [2.87111, -2.43308, 0.59801], [1.83534, -2.51516, 1.52237], [1.75124, -3.81931, 2.62056], [1.35289, -2.27830, 6.70637], [1.66430, -3.52605, 5.49451], [0.47937, -3.80836, 6.77457], [-0.95588, -1.97605, 5.84232], [-0.72329, -3.31104, 4.70191], [1.75520, -0.55676, 5.17810], [1.24916, 0.07218, 3.60316], [0.42661, 1.56856, 5.36104], [-0.38609, 0.23935, 6.18784], [-0.94337, 0.75732, 4.58714], [0.11335, 0.25652, 0.73195], [-0.06846, 0.40372, -1.53043], [2.31297, 2.61466, -3.23617], [-0.85306, 4.31103, -5.56094], [-2.48890, 2.97098, -4.31472], [-1.26842, 1.99022, -0.47279], [-2.92892, 2.43028, -0.91812], [-2.93037, 0.69200, 0.85765], [-1.99860, -0.40011, -0.17845], [-4.81514, -0.71522, 0.95221], [-5.55430, -1.32584, -0.53792], [-3.98382, -1.96674, 0.00899], [-4.67160, -0.67931, -2.63898], [-3.01691, -1.21802, -2.24959], [-2.95629, 0.53477, -3.98257], [-3.90507, 1.62970, -2.93377], [3.69798, -1.30421, -1.02412], [3.63847, -3.19042, 0.59074]],
  "forces_ev_per_a": [[-0.16, 0.19, -0.20], [-0.21, -0.50, 0.17], [-0.61, 0.07, -0.96], [0.10, 0.53, 0.07], [0.12, -0.17, -0.10], [0.35, -0.09, -0.05], [0.08, -0.13, 0.15], [0.25, 0.18, 0.03], [-0.45, -0.05, 0.45], [0.08, 0.08, -0.13], [0.07, -0.15, 0.25], [-0.12, -0.17, 0.18], [0.17, 0.03, -0.11], [-0.39, -0.05, 0.06], [-0.06, 0.27, -0.22], [0.12, 0.07, -0.02], [-0.37, -0.18, 0.13], [0.17, 0.14, -0.12], [0.20, 0.08, -0.06], [0.05, -0.13, 0.24], [0.24, 0.19, -0.17], [-0.02, -0.13, 0.02], [-0.07, -0.11, 0.32], [-0.06, 0.34, 0.03], [0.12, -0.01, -0.07], [0.01, 0.02, -0.01], [-0.12, 0.22, -0.18], [-0.07, -0.42, -0.06], [-0.14, 0.17, -0.03], [-0.18, 0.01, 0.14], [0.07, 0.21, -0.19], [0.41, -0.67, 0.07], [0.09, 0.03, 0.12], [0.08, -0.04, -0.02], [-0.01, -0.04, 0.11], [0.01, -0.06, -0.09], [-0.02, 0.01, 0.23], [0.00, 0.00, -0.15], [0.20, 0.11, 0.17], [0.03, 0.11, 0.07], [-0.05, 0.02, 0.13], [-0.06, 0.08, 0.05], [-0.06, 0.13, -0.09], [0.14, -0.06, -0.06], [0.03, 0.01, -0.01], [0.00, 0.07, -0.08], [-0.13, -0.02, 0.00], [0.00, -0.01, -0.02], [0.10, 0.01, 0.03], [0.02, -0.02, -0.02], [-0.01, 0.05, 0.01], [-0.05, -0.05, 0.07], [-0.04, -0.06, 0.03], [0.01, -0.04, 0.00], [0.03, -0.03, -0.01], [-0.04, 0.04, -0.01], [-0.03, 0.03, 0.03], [0.05, 0.00, -0.06], [0.09, 0.01, -0.05], [0.05, -0.09, 0.01]],
  "lowdin_charge": [-0.076, -0.261, -0.289, -0.247, -0.069, 0.647, -0.293, -0.290, -0.270, -0.006, -0.109, -0.413, 0.093, 0.151, -0.141, -0.028, -0.672, 0.676, -0.109, -0.012, -0.178, -0.124, -0.140, -0.196, -0.225, -0.091, -0.187, -0.163, 0.010, -0.067, -0.622, 0.800, 0.068, 0.050, 0.078, 0.119, 0.105, 0.120, 0.113, 0.078, 0.069, 0.063, 0.108, 0.123, 0.101, 0.103, 0.110, 0.121, 0.134, 0.116, 0.114, 0.087, 0.083, 0.091, 0.121, 0.129, 0.130, 0.126, 0.127, 0.111],
  "e_lumo_ev": 0.08,
  "e_tot_ha": -2618.45875,
  "charge": 0,
  "max_force_ev_per_a": 1.14
}

{
  "formula": "C3H6FN",
  "method": "wB97M-V/def2-TZVPD",
  "symbols": ["C", "C", "C", "N", "F", "H", "H", "H", "H", "H", "H"],
  "positions_angstrom": [[1.74013, -0.51452, 0.35103], [0.73118, -0.48790, -0.46881], [-0.55399, 0.02673, 0.19559], [-1.25199, 1.14408, -0.48793], [-1.53554, -0.96754, 0.31647], [2.63698, -0.92017, -0.05086], [1.56905, -0.51822, 1.38890], [0.64087, -0.66247, -1.52451], [-0.26753, 0.16562, 1.20661], [-2.01255, 0.77686, -1.04999], [-1.69662, 1.95754, 0.12351]],
  "forces_ev_per_a": [[1.05, -1.68, -1.23], [-3.36, 1.50, 0.20], [-1.44, 0.43, -1.18], [0.04, 1.83, 1.78], [0.07, -0.92, -0.28], [1.08, 0.05, 0.18], [0.18, 0.61, 1.17], [0.63, -0.11, -0.33], [-0.01, 1.19, 0.96], [0.22, -0.13, 0.06], [1.53, -2.75, -1.32]],
  "lowdin_charge": [0.013, -0.101, -0.406, 0.039, -0.051, 0.055, 0.056, 0.104, 0.106, 0.058, 0.127],
  "e_lumo_ev": 1.19,
  "e_tot_ha": -272.47339,
  "charge": 0,
  "max_force_ev_per_a": 3.68,
  "e_above_lowest_kj_mol": 46.6
}

{
  "formula": "C6H6OS",
  "method": "wB97M-V/def2-TZVPD",
  "symbols": ["C", "C", "C", "O", "C", "C", "C", "S", "H", "H", "H", "H", "H", "H"],
  "positions_angstrom": [[2.74152, -0.71268, -0.43051], [1.65450, -0.72477, 0.23282], [0.18739, -0.65509, 0.32121], [-0.52531, -1.34558, -0.58505], [-1.78100, -0.60324, -0.72180], [-1.94261, 0.48562, 0.09319], [-0.42684, 0.76007, 0.47345], [0.49589, 2.13532, -0.47706], [3.74048, -0.64901, -0.58804], [-0.23763, -1.08001, 1.35401], [-2.39346, -1.12549, -1.52296], [-3.05490, 0.99117, 0.46322], [-0.27151, 1.18677, 1.40450], [1.81349, 1.33691, -0.01697]],
  "forces_ev_per_a": [[-6.70, -0.14, 4.32], [3.64, -0.23, -4.17], [-0.66, 0.77, 5.30], [-2.79, 1.04, -3.27], [-0.10, -1.21, -0.01], [-0.30, -0.78, -0.51], [-0.76, 0.92, -1.46], [2.04, -2.50, 0.88], [2.42, 0.01, -0.73], [1.49, 0.47, -1.32], [0.49, 0.80, 1.61], [3.95, -1.24, -1.58], [-0.03, -0.03, 2.14], [-2.70, 2.13, -1.20]],
  "lowdin_charge": [0.164, -0.052, -0.477, -0.059, -0.077, -0.060, -0.583, 0.600, 0.004, 0.189, 0.140, 0.183, 0.039, -0.012],
  "e_lumo_ev": 0.66,
  "e_tot_ha": -705.43031,
  "charge": 0,
  "max_force_ev_per_a": 7.97,
  "e_above_lowest_kj_mol": 514.5
}

{
  "formula": "C3H11NOS",
  "method": "wB97M-V/def2-TZVPD",
  "symbols": ["N", "C", "C", "C", "S", "H", "H", "H", "H", "H", "H", "H", "H", "H", "O", "H", "H"],
  "positions_angstrom": [[2.70742, -1.62362, 1.56506], [1.67121, -0.66326, 1.47226], [0.89419, -0.89879, 0.17677], [-0.19659, 0.21079, -0.01783], [-0.80177, -0.17838, -1.66128], [3.13913, -1.47165, 2.48332], [3.37015, -1.25415, 0.87444], [2.09857, 0.35776, 1.48983], [1.04564, -0.78190, 2.37781], [1.64217, -0.75307, -0.62619], [0.49306, -1.92608, 0.08069], [-1.08108, 0.18940, 0.64751], [0.19630, 1.24571, -0.02223], [-1.93183, 0.55260, -1.55564], [-4.16277, 2.35303, -2.11739], [-4.60952, 3.09644, -2.58219], [-4.47430, 1.54519, -2.58493]],
  "forces_ev_per_a": [[1.83, -0.19, 0.18], [-1.66, 0.51, 0.46], [-0.10, 1.56, 0.67], [0.13, -0.53, -0.20], [-0.92, 0.39, -0.64], [0.20, -0.40, -0.49], [0.38, -0.86, 0.38], [-0.56, -0.02, -0.08], [-0.12, 0.23, -0.53], [-0.41, -0.19, 0.04], [0.10, 0.65, 0.27], [0.82, -0.32, 0.05], [0.13, -0.69, 0.19], [0.17, -0.09, -0.30], [-0.76, -0.11, -0.93], [0.48, -0.83, 0.48], [0.29, 0.89, 0.46]],
  "lowdin_charge": [-0.032, -0.369, -0.303, -0.578, 0.691, 0.076, 0.077, 0.114, 0.121, 0.100, 0.110, 0.076, 0.075, -0.160, -0.096, 0.049, 0.047],
  "e_lumo_ev": 0.64,
  "e_tot_ha": -649.05336,
  "charge": 0,
  "max_force_ev_per_a": 1.85,
  "e_above_lowest_kj_mol": 75.2
}